Record 1
{
  "formula": "C10H8F10O2",
  "method": "wB97M-V/def2-TZVPD",
  "symbols": ["C", "C", "C", "C", "C", "O", "O", "C", "C", "F", "F", "F", "C", "F", "F", "C", "F", "F", "C", "F", "F", "F", "H", "H", "H", "H", "H", "H", "H", "H"],
  "coordinates": [[-1.7240, 2.3208, 2.0806], [-1.3432, 1.0139, 2.0705], [-1.3828, 0.2472, 0.7755], [0.0966, 0.0143, 0.1320], [1.0542, -0.6841, 1.1301], [0.5928, -1.3612, 2.1312], [2.4155, -0.3255, 0.9544], [3.3285, -0.6516, 2.0266], [0.6447, 1.4185, -0.2280], [1.8356, 1.4924, -0.8786], [-0.1668, 2.1858, -1.0335], [0.7873, 2.1874, 0.8937], [-0.0454, -0.9824, -1.0918], [-0.7335, -2.0272, -0.6395], [1.1896, -1.4785, -1.4376], [-0.7916, -0.5195, -2.3803], [-1.8960, 0.2547, -2.1203], [-0.0369, 0.3364, -3.1386], [-1.2871, -1.6282, -3.3022], [-2.2099, -2.3967, -2.7030], [-0.2828, -2.3144, -3.7423], [-1.9853, -1.1324, -4.3249], [-1.9817, 2.6536, 1.1078], [-1.6270, 3.0080, 3.0111], [-1.2071, 0.4035, 2.9994], [-2.0245, 0.8207, 0.0685], [-1.9912, -0.7150, 0.8284], [3.2285, -0.0540, 2.8810], [4.2407, -0.4326, 1.5634], [3.3028, -1.6540, 2.3663]],
  "e_tot_ev": -41768.030,
  "spin_multiplicity": 1
}

Record 2
{
  "formula": "C10H8FNO2",
  "method": "wB97M-V/def2-TZVPD",
  "symbols": ["C", "C", "C", "C", "C", "C", "C", "C", "C", "C", "N", "O", "O", "F", "H", "H", "H", "H", "H", "H", "H", "H"],
  "coordinates": [[0.4151, -0.9433, -0.5325], [-1.2600, -1.4382, 1.1437], [0.8868, -2.2742, -0.4976], [-0.7522, -2.7175, 1.2430], [-0.6421, -0.5531, 0.1997], [0.3191, -3.0949, 0.4633], [-1.0584, 2.7953, -1.3988], [2.6233, 2.6794, 1.8572], [-0.0568, 1.8746, -1.9166], [-1.1538, 0.7596, 0.1353], [-0.9149, 1.6490, -0.7694], [1.5243, 2.2707, 1.8067], [3.6410, 3.1614, 1.8743], [0.6108, -4.4487, 0.4044], [0.9442, -0.1399, -1.1571], [-1.9864, -1.0986, 1.9241], [1.5739, -2.7001, -1.2354], [-1.3019, -3.4336, 1.9346], [-2.0230, 3.3112, -1.5755], [-0.3122, 1.4024, -2.9177], [0.9478, 1.8954, -1.7032], [-2.0245, 1.0432, 0.7174]],
  "e_tot_ev": -18798.296,
  "spin_multiplicity": 1
}

Record 3
{
  "formula": "C10H8InN2O4",
  "method": "wB97M-V/def2-TZVPD",
  "symbols": ["In", "C", "C", "C", "C", "C", "H", "H", "H", "H", "H", "O", "C", "O", "C", "C", "N", "N", "C", "C", "O", "O", "H", "H", "H"],
  "coordinates": [[0.2482, 0.1161, -0.3019], [2.2416, 0.8412, 0.7896], [1.8209, 0.3982, 2.0299], [0.6883, 1.1594, 2.4471], [0.3763, 2.0856, 1.4725], [1.2810, 1.9247, 0.3656], [3.1421, 0.5664, 0.2616], [2.2784, -0.4044, 2.5877], [0.1593, 1.0235, 3.3777], [-0.4140, 2.8199, 1.5100], [1.5345, 2.6914, -0.3528], [-4.9023, -3.4269, -0.6441], [-4.5046, -2.7277, 0.4217], [-4.7993, -3.0314, 1.5346], [-3.7232, -1.4656, 0.1590], [-4.1782, -0.1696, 0.2596], [-3.1212, 0.6494, 0.1126], [-1.9921, -0.0538, -0.0608], [-2.3462, -1.3362, -0.0372], [-1.2842, -2.3707, -0.2607], [-1.5597, -3.5335, -0.2786], [-0.0725, -1.8605, -0.4189], [-4.5139, -3.0999, -1.4648], [-5.1698, 0.2178, 0.4278], [-3.1032, 1.6534, 0.1912]],
  "e_tot_ev": -26835.944,
  "spin_multiplicity": 1,
  "charge": 1
}

Record 4
{
  "formula": "C10H8IrN5O6S",
  "method": "wB97M-V/def2-TZVPD",
  "symbols": ["Ir", "O", "C", "O", "C", "C", "C", "C", "C", "N", "C", "O", "O", "H", "H", "H", "H", "S", "C", "O", "O", "N", "C", "N", "N", "C", "N", "H", "H", "H", "H"],
  "coordinates": [[-0.4028, -0.8936, -2.0863], [-0.0345, -2.6738, 1.9044], [-0.2517, -2.0172, 0.7607], [0.3988, -2.3141, -0.2713], [-1.2107, -0.9634, 0.8071], [-1.9189, -0.5917, 1.9663], [-2.8206, 0.4314, 1.9228], [-3.0618, 1.1051, 0.6989], [-2.3334, 0.6786, -0.3716], [-1.4337, -0.2772, -0.3746], [-2.5834, 1.4510, -1.8318], [-3.3616, 2.3496, -1.7306], [-1.9007, 0.9384, -2.7013], [0.5789, -3.4129, 1.7688], [-1.7210, -1.1462, 2.8699], [-3.3708, 0.7421, 2.7958], [-3.7806, 1.9016, 0.6132], [1.1826, -1.6966, -5.0943], [0.5010, -1.3582, -3.7762], [-1.8485, -2.0670, -2.4076], [-2.8567, -2.3016, -1.6934], [3.7364, 2.3749, 1.6296], [3.3255, 1.4144, 0.8078], [4.0134, 0.2724, 0.7050], [2.2207, 1.6328, 0.1186], [1.6203, 0.9016, -0.7026], [0.9811, 0.3481, -1.5111], [4.5470, 2.2640, 2.2156], [3.2000, 3.2250, 1.6972], [4.8825, 0.1347, 1.1937], [3.7032, -0.4521, 0.0773]],
  "e_tot_ev": -43898.401,
  "s_squared": 0.87,
  "spin_multiplicity": 2,
  "charge": 1
}